No. 1
# C4H11NO

A cluster of 2 separate species, C4H11NO in total (ωB97M-V/def2-TZVPD, the OMol25 dataset).

Summary:
SMILES string = CC=O.CNC
F_max = 2.70 eV/A
Relative energy (zero: lowest compared OMol25 entry of this formula, charge and spin) = 185.9 kJ/mol
E_tot = -7862.627 eV
Charge = 0

Bonds (Å) are listed after each position.
Cartesian coordinates (Å):
1 C -2.15 0.71 -0.11  C2 1.501, H4 1.097, H5 1.101, H6 1.086
2 C -2.04 -0.61 0.59  C1 1.501, O3 1.211, H7 1.099
3 O -1.64 -1.55 -0.06  C2 1.211
4 H -2.69 1.43 0.51  C1 1.097
5 H -2.75 0.73 -1.04  C1 1.101
6 H -1.21 1.11 -0.47  C1 1.086
7 H -2.52 -0.72 1.58  C2 1.099
8 C 1.87 0.92 -0.71  N9 1.459, H11 1.086, H12 1.091, H13 1.094
9 N 0.83 0.06 -0.16  C8 1.459, C10 1.459, H14 1.012
10 C 1.30 -1.04 0.68  N9 1.459, H15 1.107, H16 1.082, H17 1.093
11 H 2.52 1.31 0.06  C8 1.086
12 H 2.43 0.42 -1.50  C8 1.091
13 H 1.35 1.78 -1.16  C8 1.094
14 H 0.39 -0.46 -0.91  N9 1.012
15 H 1.84 -1.80 0.07  C10 1.107
16 H 0.48 -1.54 1.16  C10 1.082
17 H 2.00 -0.75 1.47  C10 1.093

No. 2
# C4H7NO

A cluster of 2 separate species, C4H7NO in total (ωB97M-V/def2-TZVPD, the OMol25 dataset).

Summary:
SMILES string = [H]/N=C\O.C=C=C
F_max = 2.11 eV/A
Relative energy (zero: lowest compared OMol25 entry of this formula, charge and spin) = 309.2 kJ/mol
E_tot = -7796.439 eV
Charge = 0

Bonds (Å) are listed after each position.
Cartesian coordinates (Å):
1 H 2.56 0.71 1.53  N2 1.016
2 N 1.74 1.27 1.28  H1 1.016, C3 1.256
3 C 1.23 0.95 0.18  N2 1.256, O4 1.362, H5 1.097
4 O 1.86 0.26 -0.81  C3 1.362, H6 0.964
5 H 0.31 1.48 -0.12  C3 1.097
6 H 1.41 0.35 -1.66  O4 0.964
7 C -0.38 -1.24 0.70  C8 1.306, H10 1.080, H11 1.079
8 C -1.28 -0.69 -0.07  C7 1.306, C9 1.294
9 C -2.18 -0.15 -0.82  C8 1.294, H12 1.080, H13 1.081
10 H -0.44 -1.17 1.77  C7 1.080
11 H 0.34 -1.95 0.30  C7 1.079
12 H -3.10 -0.66 -1.05  C9 1.080
13 H -2.07 0.85 -1.23  C9 1.081

What is the formula in the second record?
C4H7NO

The highest F_max belongs to which entry?
C4H11NO